1.
Molecular formula: C37H65ClF2N3O4Si
Method: DFT, wB97M-V/def2-TZVPD

Properties
molar mass: 717.48 g/mol
total charge: +1
HOMO level: -11.2 eV

Element x y z (Å)
C: 0.63 -5.84 0.15
C: 1.18 -4.65 -0.26
N: 0.34 -3.49 -0.53
C: 1.02 -2.49 -1.44
C: 1.07 -1.08 -0.86
C: 1.68 -0.14 -1.90
C: 3.16 -0.42 -2.20
C: 3.69 0.65 -3.17
C: 4.65 1.68 -2.54
C: 4.15 2.41 -1.28
C: 5.39 2.81 -0.43
C: 5.07 3.14 1.05
C: 6.05 2.49 2.04
C: 6.25 0.97 1.87
C: 4.97 0.18 1.61
C: 4.15 -0.09 2.88
C: 3.26 1.10 3.28
C: -0.27 -0.62 -0.25
Cl: 0.09 0.41 1.17
C: -1.21 0.15 -1.20
F: -0.73 1.38 -1.45
F: -1.20 -0.52 -2.41
C: -2.67 0.29 -0.78
C: -2.95 1.39 0.26
Si: -4.55 2.29 -0.23
C: -5.01 3.57 1.06
C: -4.26 3.13 -1.90
C: -5.84 0.92 -0.38
C: -6.11 0.18 0.78
C: -7.02 -0.87 0.74
C: -7.63 -1.17 -0.47
C: -7.40 -0.45 -1.63
C: -6.48 0.60 -1.58
N: -1.02 -1.78 0.28
C: -0.18 -2.87 0.53
N: 0.02 -3.27 1.79
H: 0.11 -5.89 1.11
H: 0.64 -6.73 -0.46
H: 2.26 -4.58 -0.36
H: 0.62 -2.51 -2.45
H: 2.04 -2.84 -1.53
H: 1.80 -1.12 -0.04
H: 1.58 0.90 -1.60
H: 1.12 -0.24 -2.84
H: 3.72 -0.38 -1.26
H: 3.24 -1.39 -2.68
H: 4.17 0.19 -4.04
H: 2.83 1.20 -3.57
H: 4.82 2.44 -3.30
H: 5.59 1.18 -2.34
H: 3.63 3.33 -1.56
H: 3.46 1.83 -0.67
H: 5.78 3.72 -0.88
H: 6.11 1.99 -0.51
H: 4.03 2.88 1.24
H: 5.14 4.22 1.18
H: 5.82 2.75 3.07
H: 7.02 2.96 1.84
H: 6.64 0.59 2.82
H: 7.02 0.73 1.14
H: 4.33 0.63 0.85
H: 5.26 -0.80 1.22
H: 4.78 -0.40 3.70
H: 3.46 -0.90 2.61
H: 2.43 0.75 3.90
H: 2.84 1.52 2.36
H: 3.82 1.89 3.77
H: -3.18 0.56 -1.70
H: -3.11 -0.65 -0.45
H: -3.13 0.95 1.24
H: -2.13 2.10 0.39
H: -5.71 4.29 0.66
H: -4.10 4.13 1.29
H: -5.35 3.14 2.00
H: -4.92 3.98 -2.05
H: -3.22 3.45 -1.94
H: -4.41 2.42 -2.71
H: -5.60 0.44 1.70
H: -7.21 -1.43 1.64
H: -8.32 -2.01 -0.51
H: -7.86 -0.67 -2.58
H: -6.24 1.19 -2.46
H: -1.65 -2.09 -0.47
H: -0.78 -3.56 2.34
H: 0.94 -3.30 2.21
O: 6.86 -2.88 2.10
C: 8.06 -2.89 2.12
O: 8.73 -1.73 2.12
C: 10.14 -1.62 2.34
C: 10.92 -1.82 1.06
C: 8.84 -4.19 2.06
H: 10.46 -2.29 3.13
H: 10.29 -0.60 2.71
H: 10.78 -2.82 0.65
H: 11.99 -1.67 1.24
H: 10.59 -1.11 0.30
H: 8.93 -4.50 1.02
H: 8.28 -4.94 2.61
H: 9.83 -4.14 2.50
O: -11.46 3.02 0.73
C: -11.56 2.31 -0.23
O: -12.78 1.99 -0.69
C: -13.00 1.31 -1.92
C: -12.91 -0.19 -1.76
C: -10.34 1.69 -0.88
H: -12.34 1.69 -2.70
H: -14.01 1.58 -2.22
H: -11.91 -0.50 -1.45
H: -13.14 -0.69 -2.71
H: -13.61 -0.54 -1.00
H: -10.06 0.79 -0.33
H: -9.52 2.41 -0.82
H: -10.47 1.45 -1.93

2.
Molecular formula: C37H66Cl23F7N3O3
Method: DFT, wB97M-V/def2-TZVPD

Properties
molar mass: 1549.36 g/mol
total charge: +1
HOMO level: -11.4 eV

Element x y z (Å)
C: -1.67 1.00 1.84
C: -0.46 0.49 1.04
C: 0.48 -0.35 1.89
F: -0.08 -1.61 2.03
C: 1.90 -0.45 1.25
C: 1.66 -1.03 -0.16
C: 2.74 -1.90 -0.81
C: 2.16 -2.62 -2.02
F: 3.11 -2.86 -2.94
F: 1.18 -1.92 -2.62
F: 1.62 -3.81 -1.66
C: 2.92 -1.32 2.01
Cl: 2.40 -2.98 2.35
N: 3.32 -0.73 3.35
C: 3.95 0.62 3.13
C: 4.47 1.21 4.42
O: 3.42 1.23 5.39
C: 3.84 0.88 6.63
F: 4.85 1.66 7.04
F: 4.27 -0.39 6.67
F: 2.82 1.01 7.47
C: 2.77 1.38 2.53
O: 2.97 2.79 2.66
C: 2.18 3.51 1.91
N: 1.55 4.16 1.22
N: 2.46 0.92 1.21
C: 3.49 1.16 0.18
O: 4.28 2.27 0.51
C: 5.65 2.10 0.20
H: -1.97 0.27 2.59
H: -1.49 1.99 2.24
H: -2.50 1.10 1.14
H: 0.05 1.34 0.58
H: -0.86 -0.12 0.23
H: 0.48 0.09 2.89
H: 1.44 -0.21 -0.84
H: 0.75 -1.62 -0.14
H: 3.58 -1.33 -1.21
H: 3.13 -2.70 -0.18
H: 3.85 -1.43 1.47
H: 2.53 -0.66 3.99
H: 4.01 -1.35 3.79
H: 4.80 0.56 2.45
H: 5.31 0.60 4.76
H: 4.87 2.20 4.23
H: 1.96 1.16 3.21
H: 3.03 1.37 -0.80
H: 4.16 0.29 0.06
H: 5.82 1.92 -0.86
H: 6.15 3.02 0.47
H: 6.10 1.30 0.81
Cl: -1.60 2.34 -2.63
C: -0.30 3.48 -2.22
C: 0.97 3.18 -2.97
Cl: 1.67 1.62 -2.42
H: -0.15 3.44 -1.14
H: -0.63 4.49 -2.47
H: 1.71 3.95 -2.78
H: 0.81 3.10 -4.04
Cl: 9.01 0.44 4.88
C: 9.06 0.65 6.65
C: 8.33 1.89 7.09
Cl: 9.18 3.38 6.59
H: 10.10 0.66 6.97
H: 8.57 -0.23 7.08
H: 8.26 1.92 8.17
H: 7.33 1.92 6.67
Cl: -3.73 2.35 -6.57
C: -4.26 0.81 -5.84
C: -5.40 1.00 -4.87
Cl: -4.89 1.86 -3.40
H: -3.40 0.36 -5.37
H: -4.58 0.17 -6.67
H: -5.77 0.02 -4.56
H: -6.22 1.55 -5.32
Cl: -6.41 3.66 -10.10
C: -4.66 3.74 -9.79
C: -4.06 5.04 -10.24
Cl: -4.06 5.21 -12.02
H: -4.19 2.89 -10.30
H: -4.51 3.62 -8.72
H: -3.02 5.10 -9.92
H: -4.60 5.89 -9.83
Cl: -3.46 7.49 1.68
C: -2.09 6.92 2.67
C: -1.24 5.92 1.94
Cl: -2.10 4.37 1.67
H: -2.50 6.50 3.59
H: -1.49 7.79 2.92
H: -0.35 5.69 2.51
H: -0.93 6.29 0.96
Cl: -1.40 -7.18 -3.38
C: -0.80 -5.99 -2.20
C: -1.06 -6.41 -0.78
Cl: -2.79 -6.39 -0.38
H: -1.28 -5.03 -2.42
H: 0.27 -5.89 -2.37
H: -0.57 -5.73 -0.10
H: -0.68 -7.42 -0.59
Cl: -7.91 -6.63 -0.40
C: -7.28 -8.09 -1.21
C: -6.24 -7.75 -2.25
Cl: -6.95 -6.89 -3.65
H: -8.12 -8.62 -1.65
H: -6.83 -8.72 -0.45
H: -5.79 -8.66 -2.63
H: -5.46 -7.12 -1.84
Cl: -0.79 1.05 -5.71
C: 0.02 -0.42 -6.30
C: 0.12 -0.44 -7.80
Cl: -1.48 -0.62 -8.56
H: -0.54 -1.28 -5.92
H: 1.02 -0.44 -5.86
H: 0.72 -1.29 -8.12
H: 0.57 0.47 -8.18
Cl: 0.74 -4.48 7.43
C: 2.49 -4.58 7.76
C: 3.23 -3.42 7.16
Cl: 3.23 -3.51 5.36
H: 2.85 -5.53 7.38
H: 2.62 -4.57 8.84
H: 4.27 -3.43 7.48
H: 2.79 -2.47 7.45
Cl: -0.31 6.69 -1.69
C: 0.96 7.84 -1.21
C: 2.29 7.55 -1.86
Cl: 3.01 6.04 -1.24
H: 1.04 7.82 -0.12
H: 0.62 8.83 -1.51
H: 2.99 8.35 -1.64
H: 2.19 7.46 -2.94
Cl: -9.49 -7.11 4.31
C: -9.96 -7.14 2.59
C: -11.38 -6.69 2.37
Cl: -12.56 -7.85 3.02
H: -9.80 -8.16 2.22
H: -9.28 -6.48 2.06
H: -11.57 -6.60 1.30
H: -11.56 -5.73 2.84

3.
Molecular formula: C37H66F4N2O9S4
Method: DFT, wB97M-V/def2-TZVPD

Properties
molar mass: 887.20 g/mol
total charge: 0
HOMO level: -8.7 eV

Element x y z (Å)
C: 9.46 -1.73 0.27
O: 9.22 -0.53 -0.51
C: 9.33 0.60 0.42
C: 7.87 0.79 1.08
C: 7.11 2.12 0.55
C: 5.92 2.41 1.63
C: 5.02 3.59 1.00
C: 3.69 2.87 0.40
C: 2.66 4.05 0.03
C: 2.06 3.73 -1.46
C: 0.58 3.15 -1.24
C: 0.56 1.65 -0.60
C: 1.12 0.66 -1.73
C: 0.36 -0.72 -1.93
C: -1.20 -0.73 -1.65
C: -1.64 -1.33 -0.26
F: -0.68 -1.86 0.65
C: -3.14 -1.40 0.21
N: -3.58 -1.95 1.48
C: -4.18 -0.85 -0.78
C: -3.75 -0.25 -2.16
C: -2.29 -0.20 -2.63
C: -1.94 0.38 -4.06
F: -0.72 1.08 -4.15
F: -2.94 1.25 -4.60
F: -1.84 -0.70 -5.02
C: -5.14 0.21 -2.80
O: -5.55 0.28 -3.97
N: -5.95 0.52 -1.58
C: -5.60 1.82 -0.94
C: -5.75 1.86 0.65
C: -4.35 1.62 1.44
C: -4.21 2.49 2.78
C: -2.97 1.84 3.61
O: -3.33 0.61 4.30
C: -2.27 0.10 5.08
C: -2.15 -1.48 5.38
O: -1.37 0.82 5.62
C: -5.76 -0.69 -0.72
O: -6.64 -1.35 -0.12
H: 8.88 -1.77 1.26
H: 9.10 -2.61 -0.35
H: 10.57 -1.75 0.54
H: 9.62 1.57 -0.10
H: 10.06 0.31 1.27
H: 7.19 -0.09 0.84
H: 7.90 0.89 2.23
H: 7.78 3.04 0.46
H: 6.67 1.88 -0.49
H: 6.34 2.66 2.67
H: 5.28 1.45 1.66
H: 4.64 4.35 1.76
H: 5.52 4.09 0.09
H: 3.20 2.17 1.18
H: 3.97 2.19 -0.48
H: 3.10 5.10 0.12
H: 1.77 3.99 0.77
H: 2.74 3.02 -2.05
H: 2.02 4.70 -2.09
H: 0.12 3.06 -2.30
H: -0.10 3.88 -0.68
H: -0.51 1.48 -0.26
H: 1.22 1.64 0.34
H: 2.21 0.40 -1.42
H: 1.25 1.27 -2.70
H: 0.83 -1.53 -1.26
H: 0.52 -1.10 -3.01
H: -4.61 -1.80 1.60
H: -3.16 -1.45 2.29
H: -4.54 2.19 -1.20
H: -6.31 2.62 -1.37
H: -6.05 2.94 0.92
H: -6.61 1.21 1.06
H: -3.45 1.79 0.75
H: -4.32 0.51 1.77
H: -5.12 2.46 3.47
H: -3.88 3.57 2.55
H: -2.55 2.63 4.32
H: -2.09 1.57 2.89
H: -2.20 -1.70 6.51
H: -2.99 -2.09 4.90
H: -1.15 -1.92 5.02
C: 3.35 -4.30 1.43
S: 3.47 -4.09 -0.36
O: 3.18 -2.65 -0.66
C: 1.98 -5.03 -0.75
H: 4.18 -3.75 1.90
H: 2.40 -3.90 1.80
H: 3.44 -5.36 1.68
H: 1.11 -4.58 -0.25
H: 2.10 -6.06 -0.43
H: 1.82 -5.00 -1.83
C: -2.24 -6.04 -0.05
S: -1.46 -7.43 0.80
O: -0.05 -7.51 0.32
C: -2.40 -8.72 -0.04
H: -1.77 -5.11 0.29
H: -2.09 -6.13 -1.13
H: -3.30 -6.02 0.18
H: -2.24 -8.65 -1.12
H: -3.46 -8.61 0.19
H: -2.05 -9.69 0.31
C: -2.90 -3.21 -7.31
S: -4.33 -3.13 -8.41
O: -4.11 -4.14 -9.49
C: -3.94 -1.51 -9.10
H: -2.91 -4.17 -6.79
H: -1.98 -3.12 -7.88
H: -2.96 -2.40 -6.57
H: -2.96 -1.53 -9.57
H: -3.98 -0.76 -8.31
H: -4.70 -1.27 -9.85
C: -1.03 7.27 4.50
S: -0.80 5.48 4.67
O: -2.08 4.82 4.27
C: -0.74 5.47 6.48
H: -1.14 7.50 3.44
H: -1.94 7.58 5.03
H: -0.16 7.79 4.90
H: -1.66 5.89 6.88
H: 0.12 6.05 6.81
H: -0.63 4.44 6.81

4.
Molecular formula: C37H67IN3O12
Method: DFT, wB97M-V/def2-TZVPD

Properties
molar mass: 872.86 g/mol
total charge: +1
HOMO level: -11.3 eV

Element x y z (Å)
C: 0.45 1.86 1.84
C: -0.38 0.86 2.10
C: -1.50 -0.28 2.06
N: -2.85 0.29 2.48
C: -4.02 -0.36 2.28
N: -5.33 0.25 2.67
C: -5.79 1.21 1.62
C: -7.21 1.42 1.34
C: -5.25 0.87 4.04
C: -5.30 2.50 3.98
O: -4.30 3.21 3.58
I: -7.10 3.66 4.55
N: -4.09 -1.67 1.60
C: -3.60 -2.81 2.47
C: -2.25 -3.53 1.98
C: -1.96 -3.50 0.39
C: -0.36 -3.20 0.09
C: -0.13 -1.95 -0.92
O: 0.47 -2.32 -2.19
C: 0.98 -1.16 -2.88
C: 0.05 0.01 -3.52
O: 2.25 -1.02 -3.07
O: -5.43 -1.93 1.41
C: -5.64 -2.78 0.24
C: -6.53 -1.90 -0.82
C: -7.99 -2.55 -1.05
C: -5.70 -1.86 -2.21
C: -4.32 -1.03 -2.01
C: -5.52 -3.33 -2.85
H: 1.35 2.58 1.79
H: -1.63 -0.80 1.04
H: -1.20 -1.07 2.86
H: -2.80 1.23 2.93
H: -4.96 1.74 1.00
H: -7.70 1.10 0.34
H: -7.91 1.87 2.15
H: -6.18 0.56 4.67
H: -4.29 0.61 4.62
H: -4.43 -3.61 2.68
H: -3.37 -2.35 3.52
H: -2.35 -4.66 2.27
H: -1.34 -3.16 2.61
H: -2.17 -4.52 -0.14
H: -2.54 -2.70 -0.20
H: 0.14 -4.12 -0.43
H: 0.19 -2.97 1.07
H: 0.56 -1.18 -0.38
H: -1.12 -1.37 -1.15
H: -1.02 0.03 -3.06
H: -0.09 -0.16 -4.66
H: 0.53 1.05 -3.39
H: -4.68 -3.22 -0.22
H: -6.32 -3.66 0.59
H: -6.61 -0.83 -0.38
H: -8.77 -2.24 -0.26
H: -8.37 -2.19 -2.07
H: -7.91 -3.70 -1.10
H: -6.34 -1.24 -2.96
H: -3.46 -1.57 -2.58
H: -4.50 0.03 -2.42
H: -3.97 -0.93 -0.92
H: -4.78 -3.36 -3.73
H: -5.21 -4.15 -2.10
H: -6.55 -3.66 -3.28
O: 3.19 2.67 2.90
C: 3.43 3.68 3.54
O: 2.52 4.16 4.41
C: 2.76 5.23 5.34
C: 2.53 6.58 4.69
C: 4.68 4.47 3.30
H: 3.76 5.14 5.78
H: 2.05 5.09 6.16
H: 3.22 6.74 3.86
H: 2.67 7.38 5.42
H: 1.52 6.64 4.28
H: 4.54 5.13 2.44
H: 5.49 3.77 3.08
H: 5.01 5.05 4.16
O: 7.21 4.90 2.74
C: 7.84 4.97 1.70
O: 7.47 5.85 0.75
C: 8.24 6.14 -0.43
C: 7.94 5.15 -1.53
C: 8.96 4.01 1.41
H: 9.31 6.20 -0.19
H: 7.94 7.14 -0.75
H: 8.21 4.13 -1.25
H: 8.48 5.41 -2.44
H: 6.87 5.15 -1.75
H: 8.54 3.08 1.02
H: 9.48 3.81 2.35
H: 9.70 4.40 0.72
O: 4.89 5.51 -6.09
C: 4.20 4.54 -5.84
O: 4.12 4.08 -4.58
C: 3.20 3.06 -4.14
C: 3.76 1.68 -4.39
C: 3.51 3.79 -6.94
H: 2.21 3.20 -4.60
H: 3.06 3.21 -3.07
H: 3.92 1.49 -5.45
H: 3.08 0.91 -4.01
H: 4.73 1.57 -3.89
H: 4.21 3.08 -7.39
H: 3.18 4.50 -7.70
H: 2.62 3.26 -6.62
O: -0.72 -6.26 -1.69
C: 0.10 -7.04 -1.26
O: -0.30 -8.12 -0.56
C: 0.57 -9.20 -0.16
C: 1.28 -8.88 1.14
C: 1.57 -6.78 -1.41
H: 1.26 -9.46 -0.97
H: -0.07 -10.07 -0.02
H: 1.92 -8.00 1.04
H: 1.89 -9.72 1.46
H: 0.55 -8.65 1.92
H: 1.90 -6.10 -0.62
H: 1.73 -6.30 -2.38
H: 2.19 -7.68 -1.41

The following orbital gap values (in eV) correspond, in order, to the records above: 6.8; 8.5; 7.7; 7.2.
The following max |F| values (in Eh/bohr) correspond, in order, to the records above: 0.09088; 0.02585; 0.09514; 0.14298.
The following calculated total energy values (in eV) correspond, in order, to the records above: -77910.6258; -357085.8793; -115045.3417; -76575.5216.